(1)
Formula: C18H36ClO20
Source: the Open Molecules 2025 dataset
Level of theory: ωB97M-V/def2-TZVPD

Values from the calculation:
HOMO level (alpha / beta) in eV: -10.233 / -10.233
Multiplicity: 2
HOMO-LUMO gap (alpha / beta) in Eh: 0.34380 / 0.10154
⟨S²⟩: 0.755

Geometry as XYZ:
```
75
Properties=species:S:1:pos:R:3:forces:R:3
Cl 18.354 -14.582 19.032 -0.08 -1.33 -0.47
O 18.599 -13.954 17.771 -0.49 1.05 -2.35
O 19.514 -14.273 19.789 0.63 -0.46 1.67
O 17.164 -14.032 19.652 0.75 -1.25 -0.58
O 18.307 -16.048 18.705 -0.56 1.64 1.15
C 14.949 -15.757 17.062 -0.83 0.27 0.68
C 13.840 -14.965 17.857 1.16 -1.88 -0.21
O 12.689 -15.800 17.659 -0.40 1.16 0.34
C 12.972 -16.913 17.014 -1.14 -2.23 -1.04
O 12.181 -17.808 16.793 1.49 1.58 0.38
O 14.269 -16.939 16.600 -0.02 0.57 -0.08
H 15.737 -16.114 17.725 0.20 0.39 -0.17
H 15.304 -15.113 16.258 0.17 -0.57 -0.23
H 13.706 -13.957 17.464 -0.28 -0.17 0.38
H 14.106 -15.072 18.909 -0.26 0.87 0.03
C 18.705 -11.771 22.770 0.11 -0.88 -2.08
C 17.231 -12.054 22.717 -0.24 -1.11 -1.33
O 16.902 -12.130 24.078 -0.29 0.69 1.19
C 17.837 -11.434 24.777 -0.21 -0.01 3.11
O 17.831 -11.217 25.982 -0.32 -0.42 -3.01
O 18.828 -11.068 23.957 0.90 0.85 0.73
H 19.088 -11.275 21.879 -0.19 0.63 0.45
H 19.249 -12.716 22.775 0.22 -0.20 0.60
H 17.012 -13.026 22.276 0.10 -0.04 -0.03
H 16.642 -11.343 22.138 -0.04 0.47 0.45
C 19.795 -16.290 23.313 0.50 -0.75 -0.45
C 18.400 -16.512 22.738 0.65 -0.65 -0.87
O 17.552 -16.186 23.796 -0.63 0.47 1.19
C 18.287 -15.832 24.896 -1.52 1.52 2.51
O 17.875 -15.328 25.927 0.15 -1.40 -2.42
O 19.570 -16.079 24.710 1.06 0.32 -1.12
H 20.234 -15.468 22.748 0.34 0.47 0.79
H 20.471 -17.143 23.248 -0.17 -0.02 -0.23
H 18.271 -17.535 22.385 -0.31 -0.18 0.36
H 18.203 -15.880 21.872 -0.06 0.25 0.16
C 22.024 -17.864 18.769 -2.28 1.39 -0.03
C 21.574 -17.188 20.067 1.10 0.06 -0.29
O 21.926 -18.178 21.075 -0.30 1.09 0.54
C 22.466 -19.270 20.516 -0.02 -1.85 0.81
O 22.839 -20.287 21.078 -0.78 2.68 -1.25
O 22.415 -19.102 19.183 1.76 -2.44 -0.82
H 22.746 -17.238 18.245 0.38 -0.67 0.02
H 21.133 -17.964 18.151 0.17 -0.13 -0.47
H 20.523 -16.900 20.076 0.10 -0.28 0.37
H 22.220 -16.310 20.096 -0.28 0.16 1.13
O 18.575 -10.941 19.675 0.13 0.17 0.12
H 18.692 -11.846 19.386 0.08 -0.32 -0.06
H 17.855 -10.609 19.139 -0.21 0.15 -0.15
C 17.474 -17.613 14.444 0.12 0.21 0.17
C 18.749 -17.255 15.172 -1.47 1.51 -1.95
O 19.215 -15.957 14.790 -1.77 -2.31 -0.14
H 17.629 -17.645 13.366 0.13 -0.48 0.02
H 16.668 -16.891 14.577 0.14 0.15 0.36
H 17.138 -18.551 14.884 -0.09 -0.14 -0.46
H 19.499 -18.042 15.107 0.77 0.17 0.14
H 18.514 -17.162 16.233 0.16 0.31 1.30
H 20.007 -15.793 15.307 2.34 0.87 1.25
C 23.228 -14.506 17.557 0.35 0.21 -0.59
C 22.332 -14.465 16.292 1.92 1.04 0.69
O 21.250 -15.290 16.525 -2.33 -1.25 -0.46
H 24.033 -13.772 17.517 0.07 -0.03 -0.21
H 23.679 -15.484 17.720 0.00 0.00 -0.22
H 22.674 -14.259 18.463 -0.39 0.03 -0.15
H 22.792 -14.800 15.362 0.44 -0.07 0.26
H 22.014 -13.436 16.124 -0.10 0.11 -0.05
H 20.644 -14.774 17.061 -0.57 -0.03 0.58
C 17.617 -13.097 13.847 -0.02 0.05 0.15
C 16.752 -12.774 15.048 0.54 -1.24 0.63
O 17.317 -11.854 15.938 -0.06 1.26 -0.12
H 17.032 -13.807 13.262 0.08 0.24 -0.59
H 18.561 -13.594 14.068 0.00 0.11 0.39
H 17.861 -12.165 13.337 -0.19 -0.19 -0.40
H 16.617 -13.676 15.646 -0.30 -0.45 -0.24
H 15.766 -12.485 14.685 0.00 0.53 0.24
H 17.774 -12.312 16.648 0.02 -0.28 0.00
```
Positions in Å, forces in eV/Å.

(2)
Formula: C18H36CrF18O18P3
Source: the Open Molecules 2025 dataset
Level of theory: ωB97M-V/def2-TZVPD

Values from the calculation:
HOMO level (alpha / beta) in eV: -11.396 / -11.386
Multiplicity: 4
HOMO-LUMO gap (alpha / beta) in Eh: 0.30715 / 0.36897
⟨S²⟩: 3.768

Geometry as XYZ:
```
94
Properties=species:S:1:pos:R:3:forces:R:3
Cr 0.002 -0.003 -0.230 0.94 0.48 0.41
P -0.926 3.313 -2.216 0.74 2.28 0.77
F 0.438 3.682 -1.339 -0.06 -0.83 -1.04
F -0.955 4.858 -2.755 -0.29 -0.93 0.42
F -0.010 2.931 -3.552 -0.64 -0.51 1.62
F -2.278 2.970 -3.018 0.45 0.10 0.70
F -0.917 1.781 -1.573 0.14 0.74 -0.85
F -1.711 3.766 -0.806 -0.49 -0.34 -1.40
P -0.809 -0.058 4.149 -0.95 0.81 1.01
F 0.454 0.816 4.509 1.85 0.50 0.62
F -1.301 0.060 5.741 0.24 -1.16 -1.72
F -1.562 1.378 3.898 -0.77 -0.89 -0.41
F -2.134 -0.951 3.685 1.38 0.84 0.68
F -0.290 -0.018 2.597 -0.23 -0.85 0.26
F 0.105 -1.413 4.426 -1.41 0.49 -0.05
P 1.303 -3.084 -2.335 -0.02 0.63 -0.12
F 2.140 -3.359 -0.968 0.65 -1.22 -0.28
F 2.504 -2.144 -2.859 0.35 0.38 0.11
F 1.882 -4.276 -3.161 0.36 -0.95 0.05
F 0.420 -2.576 -3.615 -0.24 -0.29 0.29
F 0.084 -4.000 -1.784 -0.04 -0.17 -0.19
F 0.699 -1.869 -1.485 -0.60 1.35 0.08
C 5.255 -0.792 0.162 0.09 0.68 0.77
O 3.869 -0.545 -0.005 -1.67 -0.34 -1.08
C 2.948 -0.956 0.850 1.57 -0.11 0.53
O 1.757 -0.843 0.651 -0.86 0.28 0.02
O 3.495 -1.493 1.941 -1.03 0.59 0.23
C 2.656 -1.643 3.157 -0.02 -0.80 -0.85
H 5.388 -1.780 0.603 0.46 0.26 -0.17
H 5.582 0.039 0.787 0.48 -0.43 0.55
H 5.768 -0.618 -0.783 -0.44 -0.57 -0.18
H 2.857 -2.669 3.465 0.21 0.26 0.38
H 1.587 -1.601 2.946 0.37 0.46 -0.26
H 2.941 -0.895 3.897 0.05 -0.12 -0.22
C 4.445 2.483 -1.328 0.02 0.07 0.94
O 3.133 1.845 -1.025 -0.57 -0.08 -1.92
C 2.391 1.160 -1.954 0.84 -0.27 2.14
O 1.280 0.638 -1.639 2.71 1.38 -1.30
O 3.058 0.985 -3.097 -1.43 0.98 2.59
C 2.290 0.600 -4.184 -0.26 -1.54 -3.56
H 4.564 3.211 -2.131 -1.03 -0.52 -0.54
H 5.285 1.790 -1.368 -0.52 -0.54 -0.29
H 4.663 3.093 -0.451 -0.48 -0.20 0.28
H 1.902 1.417 -4.793 -0.21 0.46 0.78
H 1.539 -0.181 -4.068 -0.06 0.34 0.93
H 2.990 0.125 -4.871 0.26 -0.08 0.12
C -4.544 -0.275 -0.141 0.97 -0.79 -1.09
O -4.186 0.940 0.539 0.17 -0.80 0.03
C -2.937 1.227 0.902 2.12 -0.47 -0.12
O -1.852 0.619 0.642 -3.44 1.21 0.01
O -2.894 2.308 1.650 -1.25 0.40 -0.04
C -4.139 2.995 2.090 -0.27 -0.10 0.07
H -5.168 -0.989 0.396 -0.15 0.75 0.77
H -3.663 -0.866 -0.393 0.22 0.49 0.13
H -5.048 -0.050 -1.080 -0.01 0.47 0.17
H -3.903 3.532 3.009 0.36 -0.29 -0.19
H -5.008 2.362 2.263 0.66 -0.74 0.26
H -4.580 3.702 1.387 0.99 0.10 -0.59
C 3.644 2.368 2.872 -0.92 0.64 0.94
O 2.738 1.821 1.950 -3.40 -2.10 -2.57
C 1.405 2.202 1.684 2.09 -0.28 -1.31
O 0.637 1.618 0.862 2.01 1.26 2.21
O 1.218 3.370 2.230 0.06 -0.98 -0.92
C 0.040 4.124 2.012 -2.22 0.88 1.10
H 4.263 3.124 2.389 -0.14 0.14 0.13
H 4.268 1.560 3.253 -0.10 -0.05 -0.17
H 3.019 2.751 3.678 0.64 0.42 0.29
H -0.786 3.719 1.428 0.78 -0.75 -0.43
H 0.231 5.128 1.634 0.66 -0.29 -0.04
H -0.379 4.201 3.016 -0.05 0.33 0.04
C -3.655 -3.372 2.030 0.02 -0.96 -1.30
O -2.863 -2.552 1.112 2.18 -0.64 0.24
C -1.496 -2.733 1.042 0.18 0.99 1.62
O -0.781 -1.835 0.556 -1.32 -2.80 1.17
O -1.075 -3.867 1.725 -0.74 1.58 -1.59
C 0.330 -4.246 1.741 0.69 0.74 -0.61
H -4.606 -2.864 2.189 0.62 0.56 0.65
H -3.066 -3.752 2.865 -0.34 0.76 0.20
H -3.991 -4.253 1.483 0.32 -0.26 -0.22
H 0.908 -3.479 2.257 -0.20 0.00 -0.08
H 0.720 -4.365 0.730 -0.23 0.29 -0.10
H 0.516 -5.198 2.238 -0.95 0.11 0.23
C -3.192 -2.797 -2.449 1.93 -0.59 1.00
O -2.778 -1.737 -3.350 0.89 1.74 1.08
C -1.949 -0.671 -2.914 -1.00 -0.69 0.60
O -1.357 -0.659 -1.779 -2.67 0.00 -4.67
O -2.026 0.346 -3.850 2.30 -1.30 3.69
C -2.647 0.209 -5.095 -1.06 -0.74 -1.06
H -3.751 -3.609 -2.913 -0.47 0.94 -0.69
H -3.627 -2.465 -1.506 -0.40 0.38 -0.48
H -2.312 -3.350 -2.120 0.47 0.23 -0.02
H -3.708 0.052 -4.900 0.02 -0.47 -0.44
H -2.161 -0.555 -5.702 -0.35 -0.46 0.30
H -2.588 1.090 -5.735 0.47 0.58 0.92
```
Positions in Å, forces in eV/Å.

(3)
Formula: C18H36FeN6S3SbSi3
Source: the Open Molecules 2025 dataset
Level of theory: ωB97M-V/def2-TZVPD

Values from the calculation:
Net charge: -1
HOMO level (alpha / beta) in eV: -2.907 / -3.517
Multiplicity: 5
HOMO-LUMO gap (alpha / beta) in Eh: 0.17759 / 0.20135
⟨S²⟩: 6.064

Geometry as XYZ:
```
68
Properties=species:S:1:pos:R:3:forces:R:3
Fe 0.000 0.000 0.000 -0.45 1.04 1.55
S 2.706 -2.822 1.502 0.34 -0.53 0.38
C 1.721 -1.751 0.708 1.86 -1.07 0.67
S 0.207 -2.330 0.131 2.96 -0.92 -0.04
S 2.281 -0.135 0.518 0.57 -0.37 0.01
N -2.266 -2.235 -0.596 -1.05 0.57 -3.58
C -2.005 -1.427 -1.685 -0.93 -2.54 0.75
N -2.642 -1.695 -2.814 -0.29 -0.22 -0.26
C -2.348 -0.902 -3.831 -0.51 0.01 -0.13
N -3.010 -1.127 -5.022 0.13 0.11 0.54
N -1.499 0.109 -3.791 0.61 0.53 0.18
C -0.897 0.272 -2.610 -0.05 0.15 -0.64
N -1.111 -0.471 -1.527 -0.35 1.01 -2.32
C 0.091 1.344 -2.448 0.55 0.49 0.22
C 0.436 2.236 -3.464 0.18 0.28 0.01
C 1.384 3.223 -3.206 -0.28 -0.22 -0.24
C 1.964 3.296 -1.946 -0.33 -0.22 0.07
C 1.571 2.374 -0.992 -0.29 -0.12 0.10
N 0.655 1.406 -1.213 0.39 1.57 -2.35
H -2.568 -3.149 -0.903 -0.11 -0.03 0.22
H -1.485 -2.197 0.046 -0.79 0.29 0.14
H -3.880 -1.612 -4.847 0.03 0.09 -0.34
H -3.060 -0.276 -5.565 -0.16 -0.22 -0.15
H -0.026 2.166 -4.444 -0.01 -0.14 0.22
H 1.667 3.928 -3.983 -0.05 -0.12 0.07
H 2.705 4.053 -1.713 -0.07 -0.12 0.05
H 1.994 2.388 0.009 -0.02 -0.06 -0.23
C 1.928 -0.267 5.572 0.42 0.15 0.06
Si 0.244 -0.933 5.125 -0.10 0.01 -0.14
C 0.293 -2.797 5.189 0.04 -0.41 -0.02
C -0.952 -0.361 6.447 -0.20 0.07 0.48
Sb -0.227 -0.263 2.708 -0.56 0.28 1.26
Si -2.617 -1.095 2.442 0.06 0.18 -0.19
C -2.511 -2.920 2.063 0.23 -0.69 0.19
C -3.432 -0.274 0.979 -0.28 0.53 -0.35
C -3.711 -0.870 3.931 -0.43 -0.01 0.35
Si -0.450 2.260 2.950 -0.17 -0.22 -0.31
C 1.283 2.955 2.953 0.46 0.13 0.04
C -1.315 2.841 4.492 -0.19 0.34 0.41
C -1.330 2.981 1.471 0.02 1.00 -0.09
H 2.199 -0.607 6.593 -0.01 0.22 -0.45
H 1.903 0.841 5.550 0.19 -0.51 0.05
H 2.678 -0.638 4.845 -0.29 0.29 0.40
H 0.573 -3.123 6.212 -0.15 0.02 -0.48
H 1.039 -3.173 4.461 -0.44 0.05 0.33
H -0.709 -3.200 4.938 0.54 0.02 0.13
H -0.599 -0.738 7.429 -0.17 0.16 -0.33
H -1.963 -0.758 6.271 0.29 0.23 0.11
H -0.997 0.737 6.498 -0.10 -0.37 0.03
H -1.900 -3.070 1.148 -0.66 -0.68 1.94
H -3.529 -3.325 1.894 0.42 0.11 0.08
H -2.037 -3.454 2.911 -0.23 0.09 -0.45
H -2.805 -0.411 0.074 -1.07 0.80 1.26
H -3.572 0.802 1.182 0.03 -0.35 -0.18
H -4.428 -0.734 0.812 0.38 0.11 0.02
H -3.325 -1.491 4.758 -0.24 0.40 -0.17
H -4.733 -1.226 3.683 0.37 0.23 0.19
H -3.747 0.200 4.218 -0.05 -0.60 0.05
H 1.845 2.559 3.822 -0.08 0.26 -0.50
H 1.240 4.061 3.014 0.13 -0.47 -0.02
H 1.798 2.657 2.016 -0.13 0.16 0.67
H -0.709 2.562 5.372 -0.44 0.09 -0.22
H -2.328 2.397 4.550 0.52 0.26 0.18
H -1.393 3.948 4.467 -0.08 -0.46 0.09
H -0.819 2.662 0.540 -0.59 0.51 0.73
H -1.314 4.087 1.542 -0.07 -0.24 0.14
H -2.382 2.645 1.460 0.47 0.13 -0.27
H -1.234 1.123 0.247 0.25 -1.07 0.10
```
Positions in Å, forces in eV/Å.

Record order is preserved below.
E: -2672.01563 -5928.48073 -4603.09581 Eh